Formula: C38H28B3Cl2F12O12V
Source: the Open Molecules 2025 dataset
Level of theory: the ωB97M-V functional and the def2-TZVPD basis

Calculated values
- ⟨S²⟩ = 2.006
- HOMO level (spin up / spin down) (eV) = -10.02 / -10.02
- net charge = 0
- 2S+1 = 3
- frontier orbital gap (spin up / spin down) (eV) = 6.9 / 7.0

Each line ends with the Löwdin charge.
Cartesian coordinates (Å):
1 V -0.048 -1.324 -0.559  1.325
2 B -0.558 1.392 -2.256  -1.119
3 F 0.242 2.465 -2.150  0.219
4 F -1.751 1.474 -1.578  0.164
5 F -0.722 0.820 -3.560  0.097
6 F 0.300 0.299 -1.521  -0.073
7 B 0.576 0.501 2.177  -1.099
8 F -0.019 0.666 3.396  0.196
9 F 0.063 -0.839 1.565  -0.024
10 F 0.356 1.444 1.157  0.139
11 F 1.993 0.340 2.281  0.123
12 B 0.421 -3.949 -0.570  -1.148
13 F 0.960 -2.869 -1.481  0.012
14 F -0.432 -4.659 -1.387  0.188
15 F 1.380 -4.494 0.208  0.224
16 F -0.446 -3.215 0.288  0.085
17 C 3.016 1.067 -0.402  0.025
18 C 4.026 1.835 -0.053  0.051
19 C 5.258 1.272 0.527  -0.347
20 O 6.287 1.940 0.687  0.121
21 C 5.150 -0.105 0.972  0.035
22 C 4.149 -0.926 0.716  0.044
23 C 3.022 -0.345 -0.004  -0.263
24 O 2.028 -1.095 -0.236  -0.035
25 H 2.159 1.478 -0.932  0.116
26 H 4.084 2.865 -0.394  0.135
27 H 6.044 -0.458 1.568  0.158
28 H 4.068 -1.845 1.263  0.128
29 C 1.669 -0.719 -4.379  0.037
30 C 2.829 -0.293 -3.848  0.035
31 C 4.090 -1.120 -3.927  -0.369
32 O 5.104 -0.847 -3.336  0.110
33 C 3.956 -2.326 -4.812  0.012
34 C 2.859 -2.646 -5.441  -0.005
35 C 1.587 -1.896 -5.306  -0.353
36 O 0.575 -2.223 -5.916  0.087
37 H 0.864 -0.029 -4.237  0.086
38 H 2.932 0.700 -3.386  0.127
39 H 4.848 -2.936 -4.933  0.124
40 H 2.704 -3.484 -6.179  0.144
41 C -3.650 -1.624 2.892  0.073
42 C -2.838 -1.681 1.841  0.018
43 C -2.580 -0.539 0.985  -0.294
44 O -1.888 -0.638 -0.047  -0.043
45 C -3.137 0.716 1.377  0.021
46 C -3.873 0.845 2.416  0.067
47 C -4.116 -0.290 3.387  -0.323
48 O -4.595 -0.056 4.465  0.161
49 H -3.781 -2.537 3.444  0.119
50 H -2.328 -2.604 1.643  0.117
51 H -2.960 1.516 0.651  0.113
52 H -4.169 1.770 2.852  0.132
53 C -3.209 -2.973 -1.534  0.059
54 C -4.063 -3.971 -1.864  0.079
55 C -4.047 -4.397 -3.277  -0.393
56 O -4.816 -5.283 -3.562  0.138
57 C -3.200 -3.764 -4.266  0.052
58 C -2.343 -2.811 -3.944  0.077
59 C -2.244 -2.442 -2.527  -0.261
60 O -1.274 -1.763 -2.191  0.002
61 H -3.247 -2.589 -0.584  0.065
62 H -4.643 -4.587 -1.142  0.150
63 H -3.370 -4.142 -5.253  0.133
64 H -1.673 -2.280 -4.595  0.122
65 C 0.091 -3.657 3.732  0.007
66 C 1.239 -3.299 3.267  -0.003
67 C 2.062 -2.344 4.073  -0.359
68 O 3.284 -2.333 4.021  0.096
69 C 1.369 -1.510 5.089  0.024
70 C 0.104 -1.745 5.381  -0.014
71 C -0.618 -2.835 4.790  -0.362
72 O -1.833 -2.830 4.931  0.078
73 H -0.391 -4.606 3.344  0.150
74 H 1.737 -3.803 2.387  0.139
75 H 1.873 -0.607 5.434  0.137
76 H -0.484 -1.041 6.029  0.153
77 C -0.496 6.202 2.318  0.015
78 C 0.140 5.937 1.162  0.013
79 C 1.029 4.737 1.044  -0.355
80 O 1.705 4.539 0.047  0.094
81 C 1.126 3.837 2.223  0.023
82 C 0.447 4.100 3.314  0.020
83 C -0.405 5.281 3.468  -0.372
84 O -1.059 5.534 4.477  0.094
85 H -1.071 7.102 2.419  0.119
86 H 0.015 6.585 0.312  0.102
87 H 1.725 2.929 2.135  0.114
88 H 0.458 3.453 4.141  0.111
89 Cl -2.979 4.417 0.065  0.639
90 C -2.147 4.487 -1.433  -0.697
91 C -2.702 5.561 -2.403  -0.648
92 Cl -2.371 7.207 -1.878  0.558
93 H -2.358 3.567 -1.909  0.033
94 H -1.089 4.544 -1.258  0.055
95 H -3.741 5.408 -2.499  0.046
96 H -2.242 5.392 -3.408  0.093

***

Formula: CH3Cl2OP
Source: the Open Molecules 2025 dataset
Level of theory: the ωB97M-V functional and the def2-TZVPD basis

Calculated values
- HOMO level (eV) = -10.07
- net charge = 0
- relative energy (zero: lowest compared OMol25 entry of this formula, charge and spin) (eV) = 1.547
- SMILES string = CP(=O)(Cl)Cl
- frontier orbital gap (eV) = 10.4

Each line ends with the Löwdin charge.
Cartesian coordinates (Å):
1 C 0.818 0.492 0.165  -0.282
2 O -1.944 0.719 -0.994  -0.534
3 P -0.784 -0.344 -0.252  -0.079
4 Cl -1.228 -1.067 1.513  0.377
5 Cl -0.337 -1.820 -1.444  0.378
6 H 0.702 0.990 1.167  0.054
7 H 1.567 -0.200 0.429  0.012
8 H 1.206 1.231 -0.585  0.074

***

Formula: H18O9
Source: the Open Molecules 2025 dataset
Level of theory: the ωB97M-V functional and the def2-TZVPD basis

Calculated values
- HOMO level (eV) = -11.34
- net charge = 0
- relative energy (zero: lowest compared OMol25 entry of this formula, charge and spin) (eV) = 3.388
- SMILES string = O.O.O.O.O.O.O.O.O
- frontier orbital gap (eV) = 10.9

Each line ends with the Löwdin charge.
Cartesian coordinates (Å):
1 H 0.177 0.167 0.546  0.023
2 H 1.418 -0.584 0.094  0.028
3 H -3.224 -0.423 1.353  0.048
4 H -2.929 -0.849 -0.076  0.002
5 H 1.141 4.794 0.945  0.046
6 H 1.904 3.485 1.070  0.036
7 H -3.719 1.012 -1.517  0.026
8 H -3.427 -0.147 -2.456  0.020
9 H 6.419 -2.123 -0.437  0.033
10 H 5.003 -1.730 -0.826  0.025
11 H 2.857 1.390 -2.375  0.038
12 H 3.244 0.604 -1.134  0.013
13 H -1.011 3.199 0.928  0.012
14 H -2.117 3.966 1.634  0.036
15 H -0.743 -3.920 2.883  0.033
16 H 0.420 -2.950 3.012  0.026
17 H -2.552 -2.324 -1.346  -0.002
18 H -3.559 -3.459 -1.261  0.043
19 O 0.583 -0.230 -0.233  -0.055
20 O -2.532 -0.807 0.801  -0.040
21 O 1.163 3.972 1.448  -0.061
22 O -3.759 0.757 -2.446  -0.043
23 O 5.920 -1.441 -0.901  -0.061
24 O 3.437 0.682 -2.075  -0.055
25 O -1.528 4.011 0.873  -0.069
26 O 0.163 -3.859 3.205  -0.060
27 O -2.748 -3.195 -1.710  -0.042

***

Formula: C47H39BLaN6O2S
Source: the Open Molecules 2025 dataset
Level of theory: the ωB97M-V functional and the def2-TZVPD basis

Calculated values
- HOMO level (eV) = -4.52
- net charge = -1
- relative energy (zero: lowest compared OMol25 entry of this formula, charge and spin) (eV) = 0.642
- frontier orbital gap (eV) = 6.7

Each line ends with the Löwdin charge.
Cartesian coordinates (Å):
1 La -0.426 -0.440 0.240  1.769
2 C 2.990 4.016 2.251  -0.018
3 C 2.644 2.592 1.972  -0.263
4 C 3.463 1.488 2.088  0.033
5 C 2.661 0.392 1.743  -0.246
6 N 1.433 0.820 1.440  -0.019
7 N 1.430 2.163 1.565  0.027
8 B 0.199 3.037 1.204  -0.509
9 N -1.045 2.545 1.963  0.021
10 N -1.673 1.382 1.689  0.014
11 C -2.673 1.261 2.567  -0.238
12 C -2.669 2.362 3.438  0.028
13 C -1.629 3.159 3.013  -0.268
14 C -1.188 4.472 3.565  -0.026
15 C -3.598 0.124 2.575  -0.180
16 C -4.024 -0.423 3.784  -0.036
17 C -4.861 -1.526 3.801  -0.089
18 C -5.288 -2.090 2.608  -0.087
19 C -4.898 -1.529 1.402  -0.077
20 C -4.067 -0.422 1.383  -0.060
21 N -0.050 3.065 -0.326  0.022
22 N -0.522 2.035 -1.068  0.040
23 C -0.589 2.460 -2.330  -0.243
24 C -0.165 3.797 -2.401  0.020
25 C 0.174 4.143 -1.113  -0.270
26 C 0.679 5.471 -0.658  -0.022
27 C -1.037 1.658 -3.471  -0.152
28 C -0.873 0.277 -3.512  -0.051
29 C -1.307 -0.454 -4.604  -0.072
30 C -1.896 0.183 -5.684  -0.095
31 C -2.047 1.562 -5.665  -0.097
32 C -1.624 2.292 -4.569  -0.043
33 C 3.050 -1.020 1.701  -0.180
34 C 4.298 -1.379 1.194  -0.034
35 C 4.687 -2.706 1.168  -0.085
36 C 3.832 -3.695 1.633  -0.087
37 C 2.587 -3.346 2.132  -0.068
38 C 2.201 -2.016 2.178  -0.041
39 H 3.979 4.062 2.700  0.080
40 H 2.270 4.470 2.931  0.072
41 H 3.001 4.606 1.334  0.067
42 H 4.492 1.475 2.399  0.110
43 H 0.437 4.146 1.548  0.102
44 H -3.353 2.558 4.244  0.108
45 H -1.843 4.762 4.383  0.077
46 H -1.226 5.246 2.798  0.078
47 H -0.165 4.420 3.937  0.076
48 H -3.676 0.008 4.714  0.109
49 H -5.168 -1.959 4.745  0.096
50 H -5.923 -2.966 2.614  0.099
51 H -5.218 -1.972 0.469  0.105
52 H -3.786 0.033 0.443  0.085
53 H -0.077 4.419 -3.273  0.106
54 H 0.725 6.141 -1.515  0.079
55 H 1.677 5.393 -0.229  0.063
56 H 0.025 5.912 0.094  0.079
57 H -0.382 -0.232 -2.692  0.042
58 H -1.181 -1.527 -4.599  0.107
59 H -2.234 -0.391 -6.537  0.096
60 H -2.500 2.070 -6.506  0.095
61 H -1.768 3.365 -4.554  0.103
62 H 4.947 -0.614 0.785  0.114
63 H 5.661 -2.973 0.777  0.098
64 H 4.135 -4.734 1.605  0.097
65 H 1.891 -4.094 2.482  0.095
66 H 1.248 -1.760 2.625  0.098
67 O -0.477 -3.673 2.559  0.023
68 C -1.167 -3.054 1.750  -0.589
69 O -1.212 -1.767 1.708  -0.331
70 C -2.049 -3.857 0.818  -0.149
71 C -2.374 -5.131 1.289  -0.042
72 C -3.184 -5.999 0.588  -0.107
73 C -3.685 -5.593 -0.644  -0.110
74 C -3.369 -4.345 -1.134  -0.151
75 C -2.551 -3.444 -0.430  -0.623
76 S -2.261 -1.915 -1.228  0.520
77 H -1.959 -5.414 2.247  0.109
78 H -3.423 -6.974 0.995  0.089
79 H -4.319 -6.260 -1.215  0.093
80 H -3.756 -4.020 -2.091  0.083
81 C 4.333 0.998 -3.360  -0.109
82 C 3.483 1.620 -2.428  -0.093
83 C 2.575 0.880 -1.721  -0.054
84 C 2.450 -0.524 -1.884  -0.207
85 C 1.456 -1.277 -1.162  -0.274
86 C 1.477 -2.645 -1.387  -0.157
87 C 2.388 -3.278 -2.257  -0.096
88 C 3.303 -2.548 -2.958  -0.064
89 C 3.352 -1.147 -2.795  -0.184
90 C 4.269 -0.357 -3.528  -0.059
91 H 5.030 1.599 -3.932  0.090
92 H 3.547 2.691 -2.270  0.093
93 H 1.933 1.379 -1.008  0.073
94 H 0.757 -3.293 -0.885  0.081
95 H 2.340 -4.355 -2.374  0.094
96 H 3.997 -3.019 -3.645  0.099
97 H 4.926 -0.848 -4.238  0.100

***

> Among the records above, which one has the lowest net charge?

C47H39BLaN6O2S